A structure of composition C32H35F6FeN9O8S3, computed with ωB97M-V/def2-TZVPD.

```
! RIJCOSX wB97M-V def2-TZVPD def2/J DEFGRID3
* xyz -1 6
Fe 0.497 -0.348 0.209
C -2.225 1.844 3.001
C -1.017 1.117 2.504
N -0.290 1.499 1.535
O -0.676 2.702 0.945
C -0.603 -0.143 3.114
C -1.021 -0.537 4.495
N 0.179 -0.893 2.383
O 0.665 -1.982 2.801
H -2.354 2.778 2.465
H -2.151 2.038 4.072
H -3.098 1.209 2.833
H -0.214 2.670 0.097
H -2.084 -0.794 4.537
H -0.833 0.266 5.214
H -0.449 -1.417 4.783
F 1.445 4.474 -1.873
C 0.800 3.791 -2.822
F 1.214 4.207 -4.010
F -0.502 4.028 -2.703
S 1.179 2.011 -2.605
O 0.890 1.783 -1.182
O 2.549 1.902 -3.002
N 0.169 1.357 -3.611
S -0.746 0.133 -3.149
O -1.214 -0.616 -4.266
O -0.119 -0.592 -2.066
C -2.289 1.054 -2.657
F -2.612 1.781 -3.744
F -3.295 0.228 -2.408
F -2.111 1.894 -1.654
O -1.795 -0.133 0.071
C -1.979 -1.362 0.127
N -3.199 -1.979 0.210
C -2.987 -3.376 0.557
C -1.433 -3.485 0.271
O -0.857 -4.543 0.240
N -0.953 -2.217 0.112
C -3.241 -3.587 2.056
C -2.206 -3.588 2.987
C -2.489 -3.748 4.340
C -3.797 -3.894 4.777
C -4.836 -3.876 3.852
C -4.556 -3.729 2.502
C -3.746 -4.360 -0.307
C -4.492 -3.944 -1.403
C -5.126 -4.875 -2.219
C -5.009 -6.230 -1.952
C -4.265 -6.651 -0.854
C -3.649 -5.724 -0.029
H -4.010 -1.456 0.492
H -1.173 -3.461 2.675
H -1.672 -3.761 5.052
H -4.012 -4.011 5.833
H -5.862 -3.980 4.186
H -5.366 -3.732 1.777
H -4.560 -2.885 -1.622
H -5.708 -4.538 -3.070
H -5.485 -6.956 -2.601
H -4.161 -7.710 -0.644
H -3.072 -6.050 0.827
C 1.603 -1.860 -5.055
C 1.599 -2.812 -3.892
C 1.428 -4.181 -4.056
C 1.469 -4.954 -2.910
N 1.612 -4.440 -1.692
C 1.737 -3.112 -1.625
S 1.947 -2.408 -0.038
N 1.772 -2.283 -2.685
H 2.008 -2.329 -5.954
H 2.185 -0.975 -4.799
H 0.579 -1.535 -5.264
H 1.290 -4.623 -5.034
H 1.386 -6.036 -2.960
C 3.698 0.366 -0.166
C 5.030 1.054 0.223
N 5.062 1.323 1.663
C 4.751 0.079 2.378
C 3.287 -0.356 2.105
N 2.749 0.439 0.977
C 2.655 1.853 1.420
C 4.029 2.311 1.974
H 3.845 -0.682 -0.403
H 3.253 0.846 -1.028
H 5.149 2.005 -0.301
H 5.882 0.421 -0.030
H 4.916 0.246 3.444
H 5.453 -0.687 2.044
H 2.651 -0.177 2.974
H 3.220 -1.412 1.862
H 1.878 1.922 2.175
H 2.352 2.453 0.565
H 3.994 2.427 3.060
H 4.325 3.269 1.542
*
```

HOMO (spin up / spin down)   -5.19 / -4.99 eV

---

A cluster of 3 separate species, C32H35FN4O9 in total, computed with ωB97M-V/def2-TZVPD.

```
! RIJCOSX wB97M-V def2-TZVPD def2/J DEFGRID3
* xyz 0 1
C -0.528 -2.457 2.149
C -0.667 -1.367 2.955
C 0.418 -0.252 3.121
C 0.325 0.224 4.644
O -0.676 -0.036 5.343
O 1.279 0.938 5.164
C 1.905 -0.747 2.890
C 2.845 0.268 2.125
C 4.213 -0.459 1.848
C 4.215 -1.389 0.575
F 4.590 -1.291 2.945
C 2.212 0.951 0.855
N 0.701 0.989 0.883
O 0.213 -0.143 0.248
C -0.418 0.142 -0.985
O -1.269 0.955 -1.158
C 0.036 -0.757 -2.185
C 1.081 -0.374 -3.119
C 1.422 -1.342 -4.162
C 0.754 -2.640 -4.250
C -0.308 -2.997 -3.320
C -0.663 -2.050 -2.276
C 0.160 1.043 2.280
C -1.357 1.511 2.341
C -1.395 3.067 2.681
C -0.879 3.967 1.505
N -1.528 4.040 0.211
O 0.102 4.662 1.720
H 0.352 -2.531 1.457
H -1.230 -3.318 2.154
H -1.657 -1.295 3.473
H 2.356 -0.877 3.912
H 1.999 -1.741 2.385
H 3.069 1.099 2.855
H 5.027 0.319 1.795
H 4.703 -0.801 -0.252
H 3.163 -1.584 0.217
H 4.761 -2.345 0.744
H 2.530 2.035 0.884
H 2.564 0.556 -0.129
H 0.444 1.882 0.432
H 1.586 0.616 -3.024
H 2.234 -1.123 -4.895
H 1.026 -3.413 -5.031
H -0.846 -3.971 -3.341
H -1.466 -2.299 -1.536
H 0.734 1.872 2.795
H -1.858 1.011 3.215
H -1.940 1.250 1.423
H -2.487 3.293 2.863
H -0.869 3.264 3.649
H -0.786 4.350 -0.430
H -2.197 4.820 0.282
O -4.949 5.381 2.331
N -4.151 5.688 3.199
O -2.971 5.923 2.998
C -4.639 5.777 4.578
C -5.968 5.481 4.853
C -6.419 5.543 6.163
C -5.547 5.902 7.183
C -4.221 6.206 6.897
C -3.762 6.144 5.589
H -6.654 5.200 4.065
H -7.452 5.308 6.390
H -5.901 5.944 8.207
H -3.546 6.488 7.695
H -2.727 6.380 5.377
O -0.325 -5.085 -6.944
N 0.779 -5.485 -6.624
O 1.193 -5.521 -5.475
C 1.673 -5.949 -7.689
C 1.251 -5.888 -9.010
C 2.109 -6.306 -10.016
C 3.375 -6.784 -9.698
C 3.785 -6.851 -8.372
C 2.933 -6.432 -7.360
H 0.267 -5.517 -9.268
H 1.793 -6.256 -11.051
H 4.045 -7.104 -10.487
H 4.771 -7.227 -8.127
H 3.262 -6.485 -6.330
*
```

HOMO   -7.13 eV
Structure (SMILES)   C=C[C@@]1(C(=O)[O-])C[C@@H]([C@H](C)F)C[N@@H+](OC(=O)c2ccccc2)[C@H]1CCC(N)=O.O=[N+]([O-])c1ccccc1.O=[N+]([O-])c1ccccc1

---

A cluster of 5 separate species, C32H35N5O11S in total, computed with ωB97M-V/def2-TZVPD.

```
! RIJCOSX wB97M-V def2-TZVPD def2/J DEFGRID3
* xyz 0 1
H -2.649 -5.755 -1.689
N -2.346 -4.953 -2.266
C -1.161 -4.525 -1.890
C -0.434 -5.280 -0.651
C -0.004 -4.221 0.496
C -1.216 -4.059 1.543
C -2.359 -3.033 1.017
O -3.371 -2.800 2.019
C -4.615 -2.324 1.452
C -4.462 -1.321 0.210
O 0.297 -2.949 -0.147
C 1.670 -2.808 -0.447
O 2.589 -2.827 0.398
S 2.086 -2.522 -2.257
H -0.681 -3.622 -2.410
H 0.449 -5.905 -1.041
H -1.168 -6.002 -0.163
H 0.923 -4.628 1.038
H -1.759 -5.058 1.735
H -0.757 -3.735 2.535
H -2.780 -3.495 0.062
H -1.839 -2.020 0.837
H -5.273 -3.195 1.122
H -5.173 -1.794 2.309
H -3.522 -0.681 0.224
H -4.471 -1.967 -0.742
H -5.383 -0.629 0.155
H 2.054 -1.139 -2.385
O 4.528 -1.782 -6.053
N 5.208 -0.789 -6.267
O 5.725 -0.524 -7.342
C 5.421 0.144 -5.159
C 4.879 -0.141 -3.907
C 5.103 0.735 -2.851
C 5.858 1.886 -3.048
C 6.388 2.172 -4.303
C 6.172 1.299 -5.365
H 4.288 -1.035 -3.738
H 4.691 0.519 -1.871
H 6.034 2.557 -2.228
H 6.974 3.072 -4.451
H 6.593 1.531 -6.337
O 3.222 2.644 5.584
N 3.610 1.755 4.840
O 4.781 1.442 4.690
C 2.602 1.017 4.074
C 1.259 1.369 4.189
C 0.308 0.682 3.442
C 0.700 -0.347 2.591
C 2.043 -0.700 2.488
C 3.001 -0.017 3.230
H 0.940 2.169 4.848
H -0.740 0.952 3.519
H -0.044 -0.877 2.005
H 2.342 -1.507 1.824
H 4.044 -0.299 3.139
O 4.601 3.436 -1.184
N 5.268 4.447 -1.379
O 5.786 4.741 -2.446
C 5.458 5.363 -0.253
C 4.914 5.046 0.990
C 5.118 5.907 2.063
C 5.855 7.074 1.889
C 6.387 7.390 0.642
C 6.190 6.534 -0.435
H 4.339 4.139 1.139
H 4.705 5.666 3.037
H 6.017 7.741 2.730
H 6.958 8.303 0.512
H 6.612 6.790 -1.401
O -7.652 -1.853 2.039
N -8.737 -2.159 1.566
O -9.241 -3.267 1.654
C -9.480 -1.127 0.839
C -8.922 0.140 0.684
C -9.620 1.110 -0.027
C -10.865 0.813 -0.572
C -11.421 -0.452 -0.405
C -10.729 -1.429 0.302
H -7.953 0.384 1.104
H -9.192 2.098 -0.159
H -11.405 1.571 -1.132
H -12.393 -0.677 -0.830
H -11.171 -2.411 0.423
*
```

HOMO   -9.70 eV
Structure (SMILES)   [H]/N=C\C[C@H](CCOCC)OC(=O)S.O=[N+]([O-])c1ccccc1.O=[N+]([O-])c1ccccc1.O=[N+]([O-])c1ccccc1.O=[N+]([O-])c1ccccc1

---

A structure of composition C32H35N5SSiW, computed with ωB97M-V/def2-TZVPD.

```
! RIJCOSX wB97M-V def2-TZVPD def2/J DEFGRID3
* xyz 2 1
W -0.233 -0.034 0.553
N -1.129 -0.501 3.602
C -0.811 -0.966 2.404
S -2.154 0.815 0.884
N -0.749 -2.255 2.140
N -0.422 -2.080 0.799
C -0.474 -2.961 -0.143
C -0.600 -4.394 0.084
C 0.156 -4.983 1.102
C 0.056 -6.342 1.335
C -0.822 -7.111 0.581
C -1.600 -6.527 -0.411
C -1.484 -5.173 -0.670
C -0.564 -2.302 -1.474
C -0.635 -2.947 -2.686
C -1.069 -2.220 -3.798
C -1.434 -0.897 -3.651
C -1.238 -0.287 -2.420
N -0.757 -0.961 -1.372
H -1.319 0.472 3.759
H -1.285 -1.152 4.359
H 0.826 -4.380 1.701
H 0.654 -6.801 2.109
H -0.908 -8.172 0.774
H -2.299 -7.127 -0.976
H -2.120 -4.723 -1.422
H -0.413 -4.001 -2.757
H -1.162 -2.712 -4.758
H -1.847 -0.322 -4.467
H -1.466 0.759 -2.263
C 1.469 -0.082 1.873
Si 2.687 1.334 1.796
C 2.736 1.371 -0.076
N 1.366 1.189 -0.679
C 1.616 0.880 -2.133
C 2.394 1.974 -2.861
C 1.852 3.378 -2.531
C 0.486 3.285 -1.857
C 0.609 2.506 -0.552
C 1.960 2.874 2.537
C 2.734 4.040 2.600
C 2.204 5.226 3.085
C 0.885 5.273 3.520
C 0.102 4.129 3.479
C 0.644 2.947 2.994
C 4.362 0.990 2.489
C 4.717 1.474 3.752
C 5.954 1.179 4.305
C 6.859 0.398 3.603
C 6.528 -0.096 2.348
C 5.289 0.197 1.800
H 1.252 -0.318 2.912
H 2.024 -0.932 1.438
H 3.345 0.529 -0.415
H 3.183 2.274 -0.492
H 0.666 0.759 -2.630
H 2.133 -0.080 -2.170
H 2.283 1.766 -3.927
H 3.460 1.902 -2.653
H 1.794 3.984 -3.433
H 2.532 3.903 -1.857
H -0.247 2.827 -2.528
H 0.097 4.272 -1.608
H -0.398 2.309 -0.154
H 1.122 3.102 0.200
H 3.769 4.025 2.276
H 2.820 6.114 3.131
H 0.473 6.198 3.901
H -0.921 4.160 3.831
H 0.017 2.061 2.990
H 4.028 2.096 4.312
H 6.214 1.563 5.283
H 7.828 0.176 4.031
H 7.236 -0.702 1.799
H 5.058 -0.202 0.818
*
```

HOMO   -13.67 eV

---

A structure of composition C32H36BCl5N12OSb2Ti, computed with ωB97M-V/def2-TZVPD.

```
! RIJCOSX wB97M-V def2-TZVPD def2/J DEFGRID3
* xyz 3 2
Ti 0.510 -2.023 1.085
C 1.400 1.975 2.316
C 0.908 1.110 1.355
N 0.635 -0.085 1.900
N 0.938 0.004 3.227
C 1.421 1.224 3.483
B 1.075 -1.284 4.103
N -0.181 -2.205 3.861
C -1.013 -2.721 4.764
C -1.743 -3.750 4.171
C -1.285 -3.812 2.873
N -0.335 -2.873 2.688
N 2.284 -2.049 3.508
C 3.433 -2.479 4.034
C 4.238 -2.968 3.013
C 3.490 -2.806 1.865
N 2.303 -2.242 2.153
N 1.166 -0.943 5.543
C 0.422 -0.041 6.252
C 0.644 -0.273 7.581
C 1.539 -1.365 7.603
N 1.838 -1.773 6.388
H 1.712 2.996 2.195
H 0.711 1.278 0.306
H 1.746 1.489 4.475
H -1.017 -2.345 5.775
H -2.485 -4.373 4.639
H -1.556 -4.472 2.065
H 3.587 -2.417 5.099
H 5.226 -3.382 3.105
H 3.747 -3.053 0.847
H -0.211 0.684 5.767
H 0.229 0.261 8.417
H 1.970 -1.860 8.457
C -0.975 -0.667 -3.809
Sb -0.304 1.161 -2.918
C 1.464 1.346 -4.099
C -1.562 2.387 -4.285
C -1.088 3.763 -4.451
C -0.099 4.042 -5.397
C 0.395 5.315 -5.567
C -0.089 6.394 -4.785
C -1.064 6.169 -3.866
C -1.618 4.869 -3.680
C -2.713 4.723 -2.773
Sb -1.959 4.233 -0.662
C -0.264 5.523 -0.638
C -3.291 5.604 0.265
H -0.435 -0.846 -4.738
H -2.041 -0.607 -4.025
H -0.803 -1.504 -3.131
H 1.225 1.272 -5.159
H 2.137 0.526 -3.844
H 1.973 2.286 -3.899
H -2.579 2.292 -3.914
H -1.450 1.825 -5.212
H 0.270 3.241 -6.022
H 1.154 5.503 -6.315
H 0.301 7.389 -4.947
H -1.477 6.990 -3.295
H -3.421 3.926 -2.975
H -3.211 5.665 -2.550
H -0.523 6.503 -1.035
H 0.569 5.110 -1.204
H 0.042 5.648 0.401
H -3.166 6.602 -0.153
H -3.064 5.643 1.330
H -4.323 5.282 0.142
Cl 5.228 -4.704 -3.520
C 3.933 -4.372 -2.465
C 3.493 -3.054 -2.305
Cl 4.236 -1.758 -3.137
C 2.429 -2.818 -1.449
Cl 1.909 -1.182 -1.096
C 1.801 -3.842 -0.753
O 0.832 -3.494 0.118
C 2.250 -5.147 -0.891
Cl 1.488 -6.378 0.017
C 3.319 -5.411 -1.752
Cl 3.875 -7.010 -1.927
N -4.624 -4.538 -1.489
C -4.152 -3.427 -0.951
N -4.934 -2.356 -0.818
N -2.878 -3.446 -0.544
C -2.137 -2.509 -0.153
N -1.347 -1.722 0.234
H -5.580 -4.630 -1.794
H -4.005 -5.325 -1.601
H -5.900 -2.362 -1.100
H -4.593 -1.547 -0.327
*
```

HOMO (spin up / spin down)   -15.18 / -15.05 eV